1.
91
Properties=species:S:1:pos:R:3:mulliken_charge:R:1 method="wB97M-V/def2-TZVPD" max_force_ev_per_a=1.98 homo_lumo_gap_ev=6.84 charge=-1 e_above_lowest_kj_mol=0.0 homo_energy_ha=-0.16546 spin_multiplicity=1
Pt 0.10528 -0.67168 -0.07856 2.0977
C -0.18511 -3.03599 2.46095 -1.4617
Si 0.75090 -1.53858 1.85734 1.5434
C 0.49566 -0.18888 3.18347 0.4993
C 1.03667 -0.31218 4.47012 -0.6141
C 0.80868 0.64225 5.44649 -0.7720
C 0.01145 1.74791 5.16345 -0.8005
C -0.54996 1.88271 3.90626 -0.8012
C -0.31659 0.92343 2.92075 0.3159
P -1.04099 0.99217 1.23617 1.2514
C -0.98751 2.74698 0.76776 0.4624
C -1.89906 3.67461 1.26907 -0.3746
C -1.81702 5.00918 0.90077 -0.8154
C -0.82936 5.42602 0.01826 -0.6442
C 0.06708 4.50471 -0.50223 -1.0641
C -0.01849 3.16971 -0.13699 -0.4413
C -2.81576 0.67191 1.48978 0.7865
C -3.27516 -0.09525 2.55417 -0.5737
C -4.60195 -0.49882 2.60585 -0.8143
C -5.47658 -0.14817 1.58687 -0.6006
C -5.02032 0.61191 0.51789 -0.8033
C -3.69792 1.02306 0.46828 -0.6937
C 2.59640 -1.97059 1.78196 0.5719
C 3.31284 -2.66696 2.76240 -0.4543
C 4.65731 -2.95369 2.58972 -0.7903
C 5.31511 -2.55095 1.43008 -0.8614
C 4.62077 -1.87464 0.44250 -0.2399
C 3.26358 -1.60866 0.61394 -0.6011
P 2.23992 -0.71270 -0.61190 1.4767
C 2.67858 -1.41101 -2.23538 0.7255
C 2.30974 -0.70487 -3.37904 -0.6005
C 2.43094 -1.28306 -4.63426 -0.6173
C 2.91477 -2.57710 -4.75802 -0.6029
C 3.26111 -3.29514 -3.62168 -0.7527
C 3.13651 -2.71951 -2.36624 -1.0948
C 3.07322 0.92241 -0.53917 0.4969
C 2.85597 1.67707 0.61238 -0.3360
C 3.49254 2.89465 0.78916 -0.6379
C 4.34810 3.37673 -0.19318 -0.6891
C 4.57353 2.63110 -1.33977 -0.7150
C 3.94301 1.40299 -1.51059 -0.6124
H -0.21665 -3.04086 3.55499 0.3895
H 0.26426 -3.96734 2.11172 0.3949
H -1.20927 -3.00043 2.08144 0.3148
H 1.66739 -1.16219 4.71115 0.1869
H 1.25242 0.53207 6.42895 0.3641
H -0.17389 2.49813 5.92247 0.3852
H -1.17391 2.74148 3.68854 0.3376
H -2.68827 3.35006 1.93713 0.4299
H -2.53486 5.71927 1.29237 0.4175
H -0.77462 6.46520 -0.28260 0.3830
H 0.81759 4.81473 -1.21813 0.4796
H 0.64103 2.44240 -0.58763 0.6442
H -2.59474 -0.39777 3.34253 0.3098
H -4.94533 -1.10214 3.43722 0.3943
H -6.50792 -0.47727 1.61874 0.3686
H -5.68793 0.86985 -0.29502 0.3741
H -3.33910 1.58966 -0.38368 0.4899
H 2.81762 -2.99588 3.67023 0.3514
H 5.19836 -3.49388 3.35760 0.4272
H 6.36632 -2.77435 1.29474 0.3917
H 5.12533 -1.56770 -0.46697 0.4911
H 1.87117 0.28272 -3.29663 0.3355
H 2.10964 -0.72758 -5.50539 0.4030
H 2.99478 -3.03585 -5.73564 0.3770
H 3.61097 -4.31625 -3.70926 0.3821
H 3.38020 -3.30207 -1.48675 0.3888
H 2.17256 1.31679 1.37428 0.2043
H 3.30408 3.47163 1.68565 0.4610
H 4.83585 4.33544 -0.06531 0.3635
H 5.24026 3.00170 -2.10836 0.4290
H 4.13372 0.82418 -2.40432 0.4124
O -0.62940 -0.36278 -4.14154 -0.6459
As -1.66325 0.55845 -3.05078 1.0771
O -2.13252 1.94028 -3.79139 -0.8951
O -0.88424 0.71996 -1.56442 -0.8366
C -3.26369 -0.57580 -2.89441 -0.3854
C -4.38661 -0.01892 -3.49632 -0.5360
C -5.59305 -0.71152 -3.53814 -0.6226
C -5.68215 -1.98150 -2.99461 -0.5519
C -4.56832 -2.55696 -2.39411 -0.7338
C -3.37426 -1.85842 -2.33859 0.2826
S -2.02173 -2.57405 -1.43319 1.2814
O -2.25093 -3.99343 -1.30887 -0.7845
O -2.05847 -1.83032 -0.15565 -0.6032
O -0.83261 -2.20998 -2.19873 -0.7687
H -0.40834 -1.18567 -3.66732 0.4989
H -4.28974 0.96762 -3.93363 0.5253
H -6.45782 -0.25709 -4.00709 0.3779
H -6.61698 -2.52821 -3.03102 0.3968
H -4.61086 -3.54847 -1.96308 0.4943

---

2.
13
Properties=species:S:1:pos:R:3:mulliken_charge:R:1 method="wB97M-V/def2-TZVPD" max_force_ev_per_a=2.45 smiles="C1=CCCC1" homo_lumo_gap_ev=10.07 e_above_lowest_kj_mol=79.3 homo_energy_ha=-0.32522 spin_multiplicity=1
C -0.53819 0.99081 -0.73001 -0.3450
C 0.76978 0.96950 -0.46709 -0.3985
C 1.20546 -0.26448 0.23971 -0.4405
C -0.18927 -0.78695 0.81611 -0.6163
C -1.25670 -0.20538 -0.13593 -0.5762
H -1.04085 1.71930 -1.35864 0.3767
H 1.58424 1.47527 -0.97357 0.3497
H 1.88176 -0.60372 -0.63951 0.2060
H 1.95828 -0.21456 1.03100 0.3014
H -0.27345 -1.86414 0.97721 0.3225
H -0.37970 -0.33355 1.81152 0.2498
H -1.50854 -0.94416 -0.91167 0.2417
H -2.21282 0.06207 0.34085 0.3288

---

3.
19
Properties=species:S:1:pos:R:3:mulliken_charge:R:1 method="wB97M-V/def2-TZVPD" max_force_ev_per_a=4.57 smiles="C1=C=CC=CC=1.C[SiH2]O" homo_lumo_gap_ev=9.82 e_above_lowest_kj_mol=228.7 homo_energy_ha=-0.35816 spin_multiplicity=1
C 2.08965 -0.98855 0.90374 0.1572
C 1.82577 -1.11941 -0.28954 -0.0622
C 2.04291 -0.19219 -1.30166 -0.3605
C 2.76592 0.94425 -0.78487 -0.4554
C 3.09271 1.03402 0.57452 -0.2087
C 2.71116 0.05012 1.52888 -0.5046
H 1.85471 -0.32648 -2.37894 0.3814
H 2.98332 1.71724 -1.42800 0.4493
H 3.64229 1.95066 0.99034 0.2561
H 3.13879 0.02487 2.57096 0.3529
C -4.09876 -0.63516 -0.32576 -0.9311
Si -2.22113 -0.23677 -0.14615 0.4952
O -2.06967 0.34031 1.32573 -0.4338
H -4.28061 -1.71184 -0.26981 0.2946
H -4.79833 -0.15662 0.35303 0.2910
H -4.24399 -0.32113 -1.47696 0.2116
H -1.51195 -1.59805 -0.30994 -0.1181
H -1.67157 0.42731 -1.26043 -0.1450
H -1.25122 0.79743 1.72487 0.3303

---

4.
71
Properties=species:S:1:pos:R:3:mulliken_charge:R:1 method="wB97M-V/def2-TZVPD" max_force_ev_per_a=4.60 homo_lumo_gap_ev="4.54 / 5.83" s2=2.0087 charge=-1 homo_energy_ha="-0.08402 / -0.13139" spin_multiplicity=3
O -0.10048 -0.73412 -2.35415 -0.6237
C 0.98452 -1.00771 -3.02914 0.0101
C 1.09422 -2.54514 -3.23596 -0.2032
C 0.43404 -3.42724 -2.38621 0.0276
H -0.19359 -3.01638 -1.59406 0.2214
C 0.57709 -4.80700 -2.55476 -0.7063
H 0.09330 -5.47909 -1.84824 0.3819
C 1.33327 -5.29355 -3.62628 -0.3425
H 1.43704 -6.37270 -3.77119 0.3216
C 1.95389 -4.40795 -4.51661 -0.6667
H 2.52409 -4.78431 -5.36675 0.3590
C 1.84832 -3.03248 -4.30513 -0.2444
H 2.33010 -2.31996 -4.96911 0.3906
H 0.96919 -0.54613 -4.05549 0.1792
C 2.88893 0.95768 -3.08392 -1.8453
C 2.37903 -0.26377 -2.33800 1.4533
H 3.83506 0.72629 -3.59324 0.4262
H 3.08581 1.77469 -2.37337 0.2584
H 2.16955 1.28977 -3.83759 0.4140
C 3.24603 -1.11019 -1.65277 0.0840
C 4.71864 -0.88476 -1.54802 -1.9440
H 2.93000 -2.11696 -1.43119 0.5195
H 5.24870 -1.50648 -2.28065 0.3643
H 5.07830 -1.18597 -0.55657 0.3335
H 5.02077 0.15270 -1.73258 0.3618
Ti 1.73678 0.25014 -0.51902 0.1055
Cl 1.36486 -1.78783 0.48542 -0.5495
Cl 3.39235 1.47648 0.27615 -0.6569
C 0.96291 0.66623 2.40091 -0.0285
O 0.54912 0.94088 1.24363 -0.2531
N 0.65158 1.38664 3.48268 0.4021
C -0.14588 2.60404 3.38081 -0.7653
C 1.35889 1.15116 4.72877 -0.9278
H 1.63267 -0.19437 2.56886 0.1827
H -0.45582 2.78107 2.34622 0.1385
H 0.44294 3.45511 3.74232 0.3767
H -1.03120 2.51896 4.02323 0.1448
H 1.87792 0.18422 4.64427 0.2828
H 0.64734 1.12010 5.56123 0.3107
H 2.09433 1.94827 4.90876 0.3116
H -0.34787 5.15112 -1.36318 0.3031
H -2.06371 4.44302 -3.22539 0.3146
C 0.34497 4.50461 -1.92285 -0.9571
C -1.32018 3.71407 -3.57734 -0.9369
N -0.39013 3.38677 -2.51194 0.3417
H 1.13851 4.14949 -1.26556 0.2338
C -0.22164 2.13170 -2.10019 0.1162
O 0.68233 1.81989 -1.25621 -0.1996
H -1.82706 2.80347 -3.91251 0.2884
H -0.89659 1.36393 -2.50463 0.2585
H 0.76428 5.10831 -2.73910 0.3321
H -0.77378 4.16016 -4.42238 0.3038
C -3.08234 -2.70841 1.66684 -0.9628
N -3.21577 -1.30097 1.98488 0.2175
C -2.73046 -0.31212 1.17357 -0.6718
Se -2.00825 -0.62417 -0.46997 -0.1093
N -2.88718 0.84954 1.89446 0.1929
C -3.44896 0.59213 3.15281 0.3199
C -3.69528 1.40498 4.25230 -0.6376
C -4.18907 0.77586 5.40768 -0.6810
C -4.38778 -0.61843 5.45334 -0.5627
C -4.10872 -1.43115 4.34693 -0.9035
C -3.64868 -0.77732 3.20071 1.0631
H -3.64844 -3.26924 2.42152 0.3082
H -2.02599 -3.01505 1.68562 0.3109
H -3.48321 -2.89570 0.66663 0.3275
H -2.56385 1.75540 1.57053 0.2938
H -3.51044 2.47928 4.16903 0.4818
H -4.42438 1.37249 6.29028 0.3618
H -4.76518 -1.06666 6.37056 0.3656
H -4.22979 -2.50732 4.33025 0.2823

---

5.
10
Properties=species:S:1:pos:R:3:mulliken_charge:R:1 method="wB97M-V/def2-TZVPD" max_force_ev_per_a=5.18 homo_lumo_gap_ev="6.30 / 6.30" e_above_lowest_kj_mol=267.1 homo_energy_ha="-0.27274 / -0.27276" spin_multiplicity=1
C -0.72322 0.23324 -0.89052 0.0654
C -1.51494 1.01020 -0.12146 -0.6458
C 1.41575 -0.57568 0.18344 -0.2248
N 0.19169 -0.74528 -0.37991 -0.1647
S -0.38021 0.22608 -2.56437 -0.3656
H -1.38860 1.06329 0.95741 0.2964
H -2.20337 1.79508 -0.68408 0.1996
H 2.12314 -1.37243 -0.03560 0.2689
H 1.48821 0.44405 0.54272 0.2944
H -0.05244 -1.60712 -0.77226 0.2762